(1)
{
  "formula": "C33H40AsBrGaN3O",
  "method": "ωB97M-V/def2-TZVPD",
  "species": ["Ga", "Br", "C", "C", "C", "C", "C", "C", "H", "H", "H", "H", "C", "C", "C", "C", "C", "N", "C", "O", "N", "C", "C", "C", "C", "N", "C", "C", "C", "H", "H", "H", "H", "H", "H", "H", "H", "H", "H", "H", "H", "H", "C", "As", "C", "C", "C", "C", "C", "C", "C", "C", "H", "H", "H", "H", "H", "H", "H", "H", "H", "H", "H", "H", "H", "C", "C", "C", "C", "C", "H", "H", "H", "H", "H", "H", "H", "H", "H", "H"],
  "coordinates": [[0.283, 0.262, 0.831], [5.806, -0.682, -2.750], [4.195, -0.403, -1.794], [3.286, -1.440, -1.675], [2.107, -1.220, -0.974], [1.808, 0.012, -0.388], [2.765, 1.021, -0.513], [3.948, 0.831, -1.218], [3.499, -2.403, -2.121], [1.407, -2.045, -0.888], [2.599, 1.989, -0.052], [4.673, 1.629, -1.309], [1.461, -5.976, 1.232], [0.627, -5.694, 0.012], [1.040, -4.781, -0.950], [0.275, -4.514, -2.078], [-0.946, -5.151, -2.249], [-1.779, -4.896, -3.370], [-1.913, -3.730, -4.088], [-2.227, -3.725, -5.260], [-1.681, -2.545, -3.406], [-1.833, -2.283, -2.036], [-2.728, -2.973, -1.221], [-2.795, -2.655, 0.122], [-1.976, -1.662, 0.631], [-1.143, -0.984, -0.162], [-1.073, -1.279, -1.459], [-1.368, -6.078, -1.302], [-0.585, -6.350, -0.193], [2.369, -5.373, 1.236], [1.753, -7.027, 1.274], [0.907, -5.752, 2.146], [1.989, -4.273, -0.822], [0.629, -3.812, -2.823], [-2.128, -5.693, -3.879], [-1.581, -1.759, -4.028], [-3.355, -3.748, -1.641], [-3.477, -3.176, 0.779], [-1.930, -1.381, 1.679], [-0.386, -0.687, -2.054], [-2.321, -6.578, -1.433], [-0.930, -7.075, 0.535], [-2.116, 3.399, -2.163], [-1.259, 2.516, -0.644], [-2.447, 3.157, 0.764], [0.273, 3.741, -0.335], [-0.050, 5.200, -0.334], [-0.419, 5.846, 0.846], [-0.746, 7.194, 0.848], [-0.708, 7.924, -0.332], [-0.333, 7.296, -1.511], [-0.007, 5.947, -1.510], [-2.214, 4.469, -1.980], [-3.105, 2.962, -2.299], [-1.535, 3.235, -3.070], [-2.597, 4.233, 0.690], [-2.012, 2.906, 1.730], [-3.407, 2.650, 0.672], [1.013, 3.498, -1.099], [0.676, 3.427, 0.631], [-0.439, 5.284, 1.773], [-1.027, 7.676, 1.776], [-0.960, 8.976, -0.331], [-0.290, 7.858, -2.435], [0.291, 5.465, -2.435], [0.119, 0.410, 5.021], [0.791, 0.554, 3.647], [1.533, 1.900, 3.623], [1.821, -0.571, 3.500], [-0.298, 0.432, 2.576], [0.858, 0.397, 5.829], [-0.462, -0.513, 5.063], [-0.563, 1.245, 5.202], [2.225, 2.002, 4.468], [0.820, 2.727, 3.665], [2.112, 2.003, 2.700], [2.589, -0.515, 4.277], [2.339, -0.515, 2.535], [1.331, -1.545, 3.562], [-1.070, 1.187, 2.740]],
  "total_energy_ev": -224644.3637,
  "fmax_ev_per_a": 0.7,
  "charge": 0,
  "homo_lumo_gap_ev": 6.01,
  "homo_energy_ev": -6.11,
  "relative_energy_kcal_mol": 8.0
}



(2)
{
  "formula": "C30H21Cl4F6NO2OsP2Sb",
  "method": "ωB97M-V/def2-TZVPD",
  "species": ["Os", "N", "P", "C", "C", "C", "C", "C", "C", "C", "C", "C", "C", "C", "C", "P", "C", "C", "C", "C", "C", "C", "C", "C", "C", "C", "C", "C", "H", "H", "H", "H", "H", "H", "H", "H", "H", "H", "H", "H", "H", "H", "H", "H", "H", "H", "H", "H", "H", "Cl", "C", "C", "Cl", "C", "Cl", "C", "O", "C", "O", "C", "Cl", "F", "Sb", "F", "F", "F", "F", "F"],
  "coordinates": [[-0.740, 0.887, -1.101], [0.963, -0.896, 0.578], [1.422, -0.111, -0.878], [2.871, 0.873, -0.549], [3.723, 0.528, 0.498], [4.913, 1.220, 0.655], [5.244, 2.243, -0.223], [4.385, 2.595, -1.256], [3.193, 1.910, -1.424], [1.831, -1.367, -2.079], [2.425, -2.563, -1.673], [2.813, -3.486, -2.630], [2.633, -3.209, -3.979], [2.055, -2.013, -4.381], [1.653, -1.089, -3.432], [-0.512, -0.163, 0.952], [-0.285, 0.876, 2.370], [-1.068, 2.014, 2.557], [-0.967, 2.723, 3.741], [-0.100, 2.286, 4.735], [0.687, 1.158, 4.543], [0.610, 0.451, 3.355], [-1.749, -1.403, 1.255], [-2.823, -1.652, 0.352], [-3.577, -2.765, 0.491], [-3.256, -3.793, 1.519], [-2.296, -3.346, 2.563], [-1.572, -2.215, 2.410], [1.000, -1.913, 0.626], [3.461, -0.268, 1.184], [5.584, 0.958, 1.462], [6.181, 2.770, -0.102], [4.646, 3.398, -1.931], [2.528, 2.182, -2.236], [2.617, -2.781, -0.628], [3.257, -4.422, -2.321], [2.951, -3.929, -4.721], [1.907, -1.806, -5.432], [1.191, -0.161, -3.752], [-1.748, 2.348, 1.783], [-1.560, 3.614, 3.892], [-0.031, 2.834, 5.665], [1.370, 0.834, 5.316], [1.255, -0.403, 3.190], [-3.041, -0.957, -0.448], [-4.392, -2.973, -0.190], [-4.163, -4.211, 1.957], [-2.142, -3.994, 3.416], [-0.838, -1.947, 3.160], [-3.002, 7.172, -0.408], [-2.951, 5.525, -0.688], [-4.122, 4.846, -1.143], [-5.548, 5.728, -1.406], [-4.091, 3.486, -1.365], [-5.426, 2.597, -1.896], [-2.865, 2.783, -1.143], [-2.727, 1.526, -1.332], [-1.699, 3.485, -0.701], [-0.604, 2.708, -0.562], [-1.718, 4.828, -0.465], [-0.318, 5.634, 0.062], [-1.149, -0.741, -1.940], [-0.878, -4.430, -1.260], [-2.606, -4.894, -1.923], [-2.654, -4.905, 0.834], [-0.313, -6.147, -0.832], [0.162, -3.705, 0.234], [0.002, -4.359, -2.926]],
  "total_energy_ev": -130998.1375,
  "spin_multiplicity": 6,
  "fmax_ev_per_a": 0.9,
  "charge": 2,
  "homo_lumo_gap_ev": [6.68, 5.56],
  "homo_energy_ev": [-13.91, -14.52],
  "relative_energy_kcal_mol": 0.0
}



(3)
{
  "formula": "C35H37BrNOPTi",
  "method": "ωB97M-V/def2-TZVPD",
  "species": ["Ti", "C", "C", "C", "C", "C", "C", "C", "C", "C", "C", "C", "C", "H", "H", "H", "H", "H", "H", "H", "H", "H", "H", "H", "H", "H", "H", "H", "H", "H", "H", "O", "P", "C", "C", "C", "C", "C", "C", "C", "C", "C", "C", "C", "C", "C", "C", "C", "C", "C", "C", "H", "H", "H", "H", "H", "H", "H", "H", "H", "H", "H", "H", "H", "H", "H", "Br", "C", "C", "C", "C", "C", "N", "H", "H", "H", "H"],
  "coordinates": [[-1.050, 0.473, 0.615], [-0.316, -1.618, 3.399], [-1.293, -0.688, 2.734], [-1.294, 0.705, 3.011], [-0.242, 1.312, 3.900], [-2.319, 1.530, 2.474], [-2.364, 2.982, 2.859], [-3.302, 0.971, 1.616], [-4.459, 1.799, 1.116], [-3.240, -0.400, 1.261], [-4.273, -0.966, 0.326], [-2.249, -1.238, 1.834], [-2.262, -2.721, 1.579], [-0.855, -2.454, 3.845], [0.238, -1.138, 4.197], [0.396, -2.035, 2.682], [0.677, 0.736, 3.910], [-0.616, 1.369, 4.926], [0.013, 2.324, 3.599], [-2.701, 3.066, 3.896], [-3.035, 3.566, 2.240], [-1.383, 3.450, 2.815], [-4.678, 2.625, 1.784], [-5.361, 1.195, 1.060], [-4.277, 2.213, 0.120], [-5.135, -1.316, 0.902], [-3.905, -1.819, -0.236], [-4.633, -0.223, -0.381], [-1.294, -3.181, 1.749], [-2.588, -2.976, 0.575], [-2.973, -3.188, 2.268], [0.738, 0.114, 0.457], [1.992, -0.206, -0.460], [1.842, -1.928, -0.895], [2.959, -2.571, -1.431], [2.870, -3.902, -1.804], [1.679, -4.596, -1.633], [0.567, -3.959, -1.095], [0.647, -2.625, -0.729], [1.871, 0.823, -1.905], [1.492, 0.278, -3.134], [1.352, 1.110, -4.235], [1.578, 2.476, -4.108], [1.944, 3.022, -2.881], [2.094, 2.199, -1.777], [3.457, 0.142, 0.462], [4.592, 0.631, -0.188], [5.766, 0.802, 0.529], [5.807, 0.484, 1.879], [4.677, -0.011, 2.525], [3.502, -0.190, 1.820], [3.896, -2.039, -1.550], [3.735, -4.403, -2.218], [1.620, -5.640, -1.910], [-0.355, -4.510, -0.955], [-0.219, -2.135, -0.290], [1.349, -0.790, -3.238], [1.095, 0.690, -5.198], [1.492, 3.118, -4.975], [2.136, 4.083, -2.794], [2.402, 2.619, -0.826], [4.566, 0.873, -1.243], [6.649, 1.181, 0.032], [6.726, 0.616, 2.434], [4.722, -0.263, 3.576], [2.625, -0.588, 2.316], [-1.186, 2.981, -0.417], [-1.722, 1.796, -1.819], [-2.105, 2.230, -3.061], [-2.465, 1.245, -3.976], [-2.409, -0.094, -3.609], [-2.007, -0.423, -2.331], [-1.670, 0.520, -1.432], [-2.128, 3.282, -3.309], [-2.784, 1.527, -4.971], [-2.678, -0.874, -4.307], [-1.937, -1.452, -2.001]],
  "total_energy_ev": -142859.1441,
  "spin_multiplicity": 2,
  "fmax_ev_per_a": 0.6,
  "charge": 3,
  "homo_lumo_gap_ev": [7.19, 7.31],
  "homo_energy_ev": [-16.94, -16.94],
  "relative_energy_kcal_mol": 0.0
}



(4)
{
  "formula": "C73H100KNO20RbS5",
  "method": "ωB97M-V/def2-TZVPD",
  "species": ["Rb", "K", "C", "C", "C", "C", "C", "C", "N", "O", "C", "C", "C", "H", "H", "H", "H", "H", "H", "H", "H", "H", "H", "H", "H", "H", "H", "H", "H", "H", "H", "C", "C", "C", "O", "C", "C", "C", "O", "O", "O", "H", "H", "C", "C", "C", "O", "C", "C", "C", "O", "O", "O", "H", "H", "C", "S", "O", "C", "H", "H", "H", "H", "H", "H", "C", "S", "O", "C", "H", "H", "H", "H", "H", "H", "C", "S", "O", "C", "H", "H", "H", "H", "H", "H", "C", "S", "O", "C", "H", "H", "H", "H", "H", "H", "C", "S", "O", "C", "H", "H", "H", "H", "H", "H", "C", "C", "C", "C", "C", "C", "H", "H", "H", "H", "H", "H", "C", "C", "C", "C", "C", "C", "H", "H", "H", "H", "H", "H", "C", "C", "C", "C", "C", "C", "H", "H", "H", "H", "H", "H", "C", "C", "C", "C", "C", "C", "H", "H", "H", "H", "H", "H", "C", "C", "C", "C", "C", "C", "H", "H", "H", "H", "H", "H", "O", "C", "O", "C", "C", "C", "H", "H", "H", "H", "H", "H", "O", "C", "O", "C", "C", "C", "H", "H", "H", "H", "H", "H", "O", "C", "O", "C", "C", "C", "H", "H", "H", "H", "H", "H"],
  "coordinates": [[3.879, -2.497, 1.470], [1.270, -2.730, -2.487], [-0.166, -2.482, 1.091], [-0.446, -0.971, 0.831], [0.660, -0.296, 1.690], [1.061, 1.081, 1.217], [1.329, 1.126, -0.275], [0.193, 0.608, -1.153], [-0.343, -0.700, -0.590], [-1.080, -1.516, -1.480], [0.779, 0.552, -2.588], [-0.983, 1.659, -1.043], [-1.833, -0.674, 1.457], [0.780, -2.827, 0.662], [-0.891, -3.123, 0.585], [-0.139, -2.734, 2.154], [1.557, -0.913, 1.627], [0.384, -0.141, 2.736], [1.944, 1.420, 1.761], [0.264, 1.775, 1.512], [2.309, 0.745, -0.572], [1.414, 2.188, -0.558], [0.913, 1.542, -3.034], [0.033, 0.004, -3.170], [1.778, 0.123, -2.693], [-0.695, 2.452, -0.351], [-1.995, 1.252, -0.993], [-1.103, 2.200, -1.998], [-2.008, -1.198, 2.395], [-2.592, -0.860, 0.694], [-1.834, 0.413, 1.614], [4.041, -2.382, -3.761], [4.562, -2.377, -2.503], [5.681, -3.259, -2.092], [6.348, -3.076, -0.996], [6.202, -4.168, -2.985], [5.636, -4.363, -4.311], [4.486, -3.382, -4.747], [4.002, -3.408, -5.871], [5.824, -5.331, -5.038], [3.786, -1.631, -1.742], [3.344, -1.686, -4.202], [7.094, -4.719, -2.733], [4.477, -7.033, -1.620], [4.240, -6.584, -0.325], [2.979, -5.850, -0.125], [2.569, -5.277, 0.983], [2.114, -5.544, -1.143], [2.433, -5.896, -2.559], [3.686, -6.815, -2.808], [3.855, -7.336, -3.900], [1.751, -5.597, -3.547], [5.151, -6.653, 0.560], [5.396, -7.596, -1.740], [1.149, -5.085, -1.022], [-2.565, 4.444, -2.372], [-3.671, 5.756, -1.779], [-4.036, 5.375, -0.373], [-2.353, 7.011, -1.634], [-2.633, 4.431, -3.463], [-2.810, 3.445, -2.016], [-1.519, 4.614, -2.119], [-1.680, 6.757, -0.815], [-2.900, 7.929, -1.425], [-1.738, 7.126, -2.527], [-4.996, -1.927, -0.562], [-5.571, -2.844, -2.020], [-6.879, -2.245, -2.442], [-4.205, -2.260, -3.077], [-4.807, -0.890, -0.812], [-4.179, -2.490, -0.108], [-5.815, -2.029, 0.151], [-3.310, -2.861, -2.932], [-4.021, -1.196, -2.946], [-4.543, -2.394, -4.108], [-4.299, 1.945, 0.205], [-6.053, 2.050, 0.709], [-6.709, 0.717, 0.545], [-5.702, 2.317, 2.481], [-3.980, 2.931, -0.144], [-4.209, 1.242, -0.620], [-3.636, 1.707, 1.035], [-6.528, 2.051, 3.143], [-5.718, 3.392, 2.698], [-4.738, 1.942, 2.815], [-3.742, -2.351, 4.446], [-2.180, -3.320, 4.464], [-1.412, -2.874, 5.680], [-3.084, -4.805, 5.074], [-4.346, -2.566, 5.324], [-4.340, -2.531, 3.550], [-3.421, -1.313, 4.357], [-3.751, -5.156, 4.279], [-3.734, -4.592, 5.920], [-2.400, -5.620, 5.277], [-2.174, -5.064, -1.706], [-3.427, -5.932, -0.659], [-3.108, -7.374, -0.801], [-2.738, -5.367, 0.957], [-1.192, -5.520, -1.594], [-2.281, -4.061, -1.286], [-2.563, -5.262, -2.702], [-1.651, -5.284, 0.910], [-2.954, -6.174, 1.659], [-3.158, -4.413, 1.278], [2.749, 6.593, -3.289], [1.462, 6.833, -3.807], [0.531, 5.826, -3.903], [0.841, 4.497, -3.571], [2.076, 4.263, -2.952], [2.903, 5.359, -2.698], [3.465, 7.400, -3.317], [1.241, 7.874, -4.012], [-0.440, 6.063, -4.325], [0.145, 3.673, -3.658], [2.383, 3.319, -2.523], [3.787, 5.158, -2.099], [4.699, 0.817, 2.091], [5.114, 0.149, 3.246], [6.110, -0.822, 3.178], [6.747, -1.148, 1.967], [6.458, -0.328, 0.877], [5.403, 0.590, 0.902], [3.904, 1.549, 2.113], [4.681, 0.468, 4.187], [6.308, -1.369, 4.094], [7.468, -1.940, 1.826], [6.824, -0.638, -0.098], [5.150, 1.302, 0.128], [-2.910, 3.769, 2.551], [-2.112, 3.188, 3.513], [-2.007, 3.662, 4.814], [-2.864, 4.661, 5.206], [-3.706, 5.269, 4.261], [-3.755, 4.837, 2.949], [-2.857, 3.531, 1.498], [-1.364, 2.428, 3.307], [-1.331, 3.223, 5.535], [-2.892, 4.834, 6.276], [-4.323, 6.084, 4.621], [-4.285, 5.327, 2.142], [2.623, 2.685, 5.139], [1.350, 2.382, 4.690], [0.618, 1.434, 5.434], [1.161, 0.946, 6.622], [2.382, 1.362, 7.096], [3.145, 2.239, 6.326], [3.184, 3.319, 4.458], [0.973, 2.848, 3.790], [-0.286, 1.079, 4.956], [0.632, 0.083, 7.011], [2.806, 0.927, 7.992], [4.152, 2.559, 6.559], [2.096, 5.271, 0.777], [0.851, 4.902, 0.378], [-0.231, 5.101, 1.199], [-0.024, 5.667, 2.462], [1.262, 6.018, 2.893], [2.355, 5.818, 2.031], [3.037, 5.138, 0.253], [0.602, 4.529, -0.611], [-1.241, 4.990, 0.828], [-0.845, 5.808, 3.154], [1.358, 6.276, 3.940], [3.346, 6.121, 2.338], [-1.384, 1.032, -5.776], [-2.515, 1.390, -5.609], [-3.119, 2.306, -6.375], [-4.478, 2.472, -6.016], [-4.487, 2.078, -4.529], [-3.385, 0.994, -4.436], [-5.042, 1.754, -6.615], [-4.781, 3.512, -6.114], [-5.412, 1.576, -4.247], [-4.133, 2.816, -3.812], [-3.936, 0.059, -4.524], [-2.804, 1.001, -3.517], [2.485, 0.068, -9.449], [2.255, 0.323, -8.298], [1.894, 1.542, -7.807], [1.781, 1.506, -6.377], [1.965, 0.061, -5.945], [2.114, -0.723, -7.230], [0.975, 2.070, -5.912], [2.650, 2.059, -5.996], [1.169, -0.299, -5.294], [2.906, -0.080, -5.414], [1.227, -1.238, -7.610], [2.967, -1.390, -7.344], [1.514, -6.089, 7.619], [1.255, -6.229, 6.452], [2.191, -6.491, 5.525], [1.490, -6.787, 4.289], [0.178, -5.963, 4.291], [-0.097, -6.045, 5.801], [1.245, -7.843, 4.176], [2.165, -6.505, 3.485], [-0.521, -6.543, 3.688], [0.216, -4.952, 3.891], [-0.635, -6.989, 5.928], [-0.606, -5.155, 6.157]],
  "total_energy_ev": -190910.2966,
  "fmax_ev_per_a": 5.0,
  "charge": -3,
  "homo_lumo_gap_ev": 2.26,
  "homo_energy_ev": 1.17
}



(5)
{
  "formula": "C18H16N3O4S",
  "method": "ωB97M-V/def2-TZVPD",
  "species": ["C", "C", "O", "C", "O", "C", "N", "C", "C", "C", "C", "C", "C", "C", "C", "S", "N", "C", "C", "C", "C", "N", "O", "O", "C", "C", "H", "H", "H", "H", "H", "H", "H", "H", "H", "H", "H", "H", "H", "H", "H", "H"],
  "coordinates": [[-4.880, 1.621, 1.667], [-3.470, 1.653, 2.215], [-2.538, 1.311, 1.096], [-1.289, 0.968, 1.469], [-0.883, 0.871, 2.617], [-0.365, 0.585, 0.299], [0.856, 1.013, 0.664], [1.721, 1.930, 0.427], [2.660, 2.409, 1.474], [3.790, 3.220, 1.203], [4.742, 3.492, 2.175], [4.535, 3.016, 3.474], [3.363, 2.325, 3.796], [2.434, 2.028, 2.795], [-0.596, -1.204, 0.007], [-1.255, -2.043, 1.279], [-0.376, -1.169, -1.266], [-0.450, -2.138, -2.242], [0.740, -2.678, -2.827], [0.711, -3.800, -3.629], [-0.539, -4.272, -4.069], [-0.595, -5.139, -5.205], [-1.716, -5.443, -5.668], [0.474, -5.533, -5.715], [-1.745, -3.751, -3.585], [-1.677, -2.642, -2.762], [-5.592, 1.704, 2.491], [-5.068, 2.454, 0.986], [-5.025, 0.676, 1.133], [-3.230, 2.641, 2.638], [-3.345, 0.896, 2.987], [-0.661, 0.829, -0.741], [1.846, 2.478, -0.534], [3.924, 3.578, 0.197], [5.610, 4.116, 1.955], [5.226, 3.306, 4.270], [3.125, 2.068, 4.838], [1.528, 1.476, 3.019], [1.697, -2.211, -2.607], [1.595, -4.343, -3.945], [-2.696, -4.184, -3.896], [-2.584, -2.113, -2.481]],
  "total_energy_ev": -42417.8929,
  "fmax_ev_per_a": 4.8,
  "charge": -1,
  "homo_lumo_gap_ev": 6.43,
  "homo_energy_ev": -4.32,
  "smiles": "CCOC(=O)[C@@H](/N=C/c1ccccc1)C(=S)N=C1C=CC(=[N+]([O-])[O-])C=C1"
}